[1]
Molecular formula: C60H77BrMoN3P2S2Si
Method: DFT, wB97M-V/def2-TZVPD

Properties
* Kohn-Sham gap (spin up / spin down): 6.58 / 6.30 eV
* ⟨S²⟩: 2.04

```
! RIJCOSX wB97M-V def2-TZVPD def2/J DEFGRID3
* xyz 3 3
Mo 0.04 -0.30 -0.01
C 2.74 -1.73 2.47
Si 0.91 -1.79 1.97
C 0.56 -3.56 1.37
C 1.30 -4.61 1.89
C 1.12 -5.91 1.44
C 0.20 -6.16 0.43
C -0.55 -5.12 -0.10
C -0.40 -3.82 0.38
P -1.52 -2.45 -0.03
C -2.80 -2.71 1.30
C -3.76 -1.52 1.43
C -4.94 -1.87 2.36
C -4.59 -2.99 3.33
C -4.25 -4.28 2.57
C -3.61 -4.00 1.20
C -2.31 -2.73 -1.69
C -3.40 -3.79 -1.90
C -3.70 -3.83 -3.40
C -4.33 -2.50 -3.88
C -4.21 -1.40 -2.82
C -2.81 -1.35 -2.22
C -0.26 -1.29 3.39
C -0.53 -2.17 4.43
C -1.40 -1.81 5.46
C -2.02 -0.56 5.43
C -1.75 0.33 4.41
C -0.85 -0.02 3.40
P -0.15 1.09 2.16
C 1.07 2.24 3.01
C 0.50 2.89 4.29
C 0.76 2.14 5.60
C 2.23 1.79 5.76
C 2.64 0.93 4.57
C 2.49 1.71 3.27
C -1.29 2.31 1.34
C -2.12 1.56 0.28
C -3.61 1.59 0.58
C -4.06 3.05 0.50
C -3.10 4.01 1.24
C -2.17 3.24 2.18
H 2.84 -1.64 3.56
H 3.29 -0.90 2.03
H 3.25 -2.65 2.18
H 2.04 -4.43 2.66
H 1.70 -6.72 1.86
H 0.05 -7.17 0.07
H -1.25 -5.34 -0.89
H -2.18 -2.76 2.19
H -4.15 -1.24 0.45
H -3.20 -0.68 1.84
H -5.81 -2.18 1.77
H -5.25 -0.97 2.91
H -5.43 -3.17 4.00
H -3.75 -2.68 3.95
H -5.16 -4.86 2.41
H -3.59 -4.91 3.18
H -4.40 -3.89 0.47
H -2.99 -4.85 0.91
H -1.46 -3.07 -2.30
H -4.30 -3.54 -1.35
H -3.08 -4.78 -1.56
H -4.36 -4.67 -3.62
H -2.77 -4.02 -3.94
H -5.38 -2.64 -4.12
H -3.84 -2.17 -4.80
H -4.94 -1.57 -2.03
H -4.45 -0.43 -3.26
H -2.81 -0.61 -1.41
H -2.12 -0.97 -2.98
H -0.07 -3.15 4.45
H -1.60 -2.49 6.27
H -2.72 -0.29 6.22
H -2.21 1.31 4.44
H 1.13 3.02 2.24
H -0.57 3.08 4.19
H 0.98 3.87 4.36
H 0.18 1.22 5.64
H 0.42 2.77 6.42
H 2.39 1.25 6.69
H 2.84 2.70 5.80
H 1.98 0.06 4.55
H 3.67 0.59 4.67
H 2.84 1.12 2.43
H 3.14 2.60 3.32
H -0.56 2.94 0.82
H -1.73 0.49 0.22
H -1.98 2.00 -0.71
H -3.81 1.19 1.58
H -4.17 0.99 -0.13
H -5.06 3.11 0.93
H -4.15 3.35 -0.55
H -3.65 4.75 1.80
H -2.49 4.56 0.52
H -2.77 2.68 2.90
H -1.55 3.95 2.74
S 2.03 1.20 -0.04
C 2.31 1.89 -1.56
N 3.46 2.46 -1.85
C 3.71 2.95 -3.21
C 2.45 3.54 -3.77
N 1.37 2.54 -3.69
C 0.64 2.25 -4.94
C 1.58 1.56 -5.91
C 1.90 2.16 -7.12
C 2.79 1.53 -7.99
C 3.36 0.32 -7.65
C 3.05 -0.27 -6.43
C 2.17 0.35 -5.56
C 1.25 1.83 -2.60
S -0.13 0.89 -2.31
C 4.49 2.76 -0.85
C 4.54 4.26 -0.60
C 3.37 4.96 -0.32
C 3.40 6.33 -0.12
C 4.60 7.01 -0.19
C 5.78 6.32 -0.45
C 5.75 4.95 -0.67
H 4.06 2.12 -3.83
H 4.49 3.71 -3.17
H 2.60 3.82 -4.81
H 2.15 4.42 -3.20
H 0.28 3.19 -5.36
H -0.22 1.64 -4.71
H 1.46 3.11 -7.40
H 3.02 2.00 -8.94
H 4.05 -0.16 -8.32
H 3.50 -1.22 -6.16
H 1.92 -0.12 -4.61
H 5.45 2.42 -1.24
H 4.28 2.22 0.07
H 2.43 4.42 -0.24
H 2.48 6.86 0.09
H 4.63 8.08 -0.04
H 6.72 6.85 -0.50
H 6.67 4.42 -0.88
Br 3.38 -5.22 -3.47
C 2.58 -3.79 -2.56
C 1.42 -3.20 -3.05
C 0.84 -2.18 -2.34
N 1.33 -1.71 -1.17
C 2.49 -2.24 -0.75
C 3.14 -3.28 -1.40
H 0.98 -3.54 -3.98
H -0.04 -1.70 -2.72
H 2.93 -1.81 0.14
H 4.06 -3.68 -1.00
*
```

Results of the Löwdin charge analysis, in e, for atoms 1 through 2: number 1, Mo, carries 0.787; number 2, C, carries -0.183

***

[2]
Molecular formula: C60H78BF6N3O5P
Method: DFT, wB97M-V/def2-TZVPD

Properties
* Kohn-Sham gap: 6.67 eV

```
! RIJCOSX wB97M-V def2-TZVPD def2/J DEFGRID3
* xyz 1 1
C 4.17 -1.69 3.46
C 2.98 -0.93 3.22
C 1.68 -0.11 2.66
C 1.21 -0.46 1.12
C 2.54 -0.21 0.20
C 3.57 0.98 0.55
C 5.10 0.47 1.00
C -0.11 0.37 0.49
C -1.38 0.75 1.42
C -1.40 1.15 2.87
P 0.46 2.16 -0.01
C -0.78 3.50 0.54
C 0.50 2.34 -1.95
C 1.58 3.60 -2.22
C -0.56 -0.68 -0.72
C -2.06 -0.62 -1.35
C -2.55 0.90 -1.84
C -4.22 0.90 -1.67
O -2.30 1.04 -3.28
N -0.09 -2.15 -0.51
O -1.19 -2.86 -0.63
C -1.15 -4.27 -0.42
C -1.88 -5.11 -1.67
O -1.15 -6.37 -1.96
C -0.34 -6.26 -3.17
C 1.28 -6.06 -2.81
B 0.63 -2.42 -1.81
N 2.13 -2.48 -2.05
O -0.18 -2.72 -3.05
C 0.65 -2.03 0.83
O -0.23 -2.13 2.04
N 1.71 -3.02 1.16
C 1.39 -4.19 1.98
C 1.76 -4.07 3.61
H 4.98 -2.56 3.50
H 1.92 1.05 2.82
H 0.84 -0.31 3.48
H 3.22 -1.19 0.05
H 2.13 0.00 -0.90
H 3.80 1.56 -0.48
H 3.21 1.81 1.28
H 5.44 0.96 2.03
H 5.91 0.84 0.21
H 5.19 -0.71 1.01
H -2.48 0.82 0.95
H -1.35 2.27 3.26
H -1.41 0.32 3.71
H -0.47 4.51 -0.01
H -0.62 3.72 1.70
H -1.91 3.27 0.37
H 0.97 1.42 -2.49
H -0.51 2.72 -2.40
H 1.47 3.83 -3.39
H 1.24 4.57 -1.66
H 2.69 3.29 -2.04
H 0.11 -0.39 -1.63
H -2.20 -1.24 -2.36
H -2.89 -0.91 -0.54
H -2.15 1.76 -1.17
H -4.73 1.66 -2.39
H -4.54 -0.20 -1.98
H -4.56 1.10 -0.56
H -3.19 0.96 -3.76
H -1.83 -4.52 0.53
H -0.14 -4.80 -0.24
H -2.96 -5.45 -1.29
H -2.08 -4.44 -2.61
H -0.71 -5.47 -3.96
H -0.38 -7.32 -3.73
H 1.76 -5.46 -3.70
H 1.84 -7.11 -2.76
H 1.42 -5.52 -1.77
H 2.35 -3.21 -2.78
H 2.39 -1.57 -2.49
H 0.19 -3.53 -3.51
H -0.98 -2.76 1.91
H 2.44 -3.17 0.45
H 2.10 -5.08 1.61
H 0.31 -4.65 1.92
H 2.91 -4.16 3.81
H 1.29 -3.04 3.98
H 1.14 -4.90 4.20
F -6.15 -6.20 -4.66
C -5.85 -4.89 -4.69
C -4.52 -4.50 -4.61
C -4.20 -3.14 -4.65
C -5.23 -2.19 -4.75
C -6.56 -2.60 -4.82
C -6.87 -3.96 -4.79
H -3.74 -5.25 -4.53
H -3.17 -2.82 -4.59
H -4.98 -1.13 -4.77
H -7.35 -1.86 -4.89
H -7.90 -4.29 -4.86
F 0.93 2.50 3.68
C 1.26 3.70 4.17
C 1.97 4.60 3.38
C 2.30 5.85 3.90
C 1.93 6.19 5.20
C 1.23 5.28 5.99
C 0.88 4.03 5.47
H 2.25 4.32 2.37
H 2.85 6.56 3.28
H 2.20 7.16 5.60
H 0.94 5.54 7.01
H 0.32 3.32 6.06
F -3.06 -8.96 3.53
C -3.16 -9.12 2.20
C -3.90 -10.18 1.69
C -4.00 -10.34 0.31
C -3.35 -9.44 -0.55
C -2.61 -8.39 -0.02
C -2.51 -8.22 1.36
H -4.39 -10.87 2.37
H -4.59 -11.16 -0.10
H -3.43 -9.57 -1.62
H -2.10 -7.70 -0.69
H -1.94 -7.40 1.78
F 1.22 7.71 7.58
C 1.66 8.80 8.22
C 1.53 10.05 7.62
C 1.99 11.18 8.29
C 2.58 11.06 9.54
C 2.72 9.80 10.13
C 2.25 8.66 9.47
H 1.07 10.13 6.64
H 1.88 12.16 7.83
H 2.94 11.94 10.06
H 3.19 9.70 11.11
H 2.34 7.68 9.92
F -3.81 1.16 -6.24
C -3.72 0.77 -7.52
C -3.48 -0.56 -7.81
C -3.40 -0.97 -9.15
C -3.55 -0.03 -10.17
C -3.79 1.31 -9.86
C -3.88 1.72 -8.53
H -3.36 -1.28 -7.01
H -3.22 -2.01 -9.39
H -3.48 -0.34 -11.21
H -3.90 2.04 -10.66
H -4.07 2.75 -8.27
F 3.54 6.36 1.32
C 4.76 5.91 0.97
C 5.58 5.34 1.93
C 6.84 4.88 1.57
C 7.27 5.00 0.25
C 6.44 5.58 -0.71
C 5.17 6.03 -0.35
H 5.23 5.26 2.96
H 7.49 4.42 2.31
H 8.26 4.64 -0.04
H 6.78 5.67 -1.74
H 4.51 6.48 -1.09
*
```

Results of the Löwdin charge analysis, in e, for atoms 1 through 2: number 1, C, carries 0.047; number 2, C, carries -0.056